ORCA calculation (ωB97M-V/def2-TZVPD) on an isolated ion of composition C4H4BrO2 and charge -1 in a non-equilibrium geometry.

```
11
Properties=species:S:1:pos:R:3:forces:R:3:nbo_charge:R:1
C -1.025 1.337 -0.071 2.305 -0.811 0.194 0.79
C 0.893 -0.434 0.754 -0.646 -2.760 3.261 -0.43
C 0.698 -0.517 -0.707 1.030 -1.109 -1.358 -0.45
C -0.471 -0.240 0.148 -0.994 2.344 -1.179 -0.23
O -2.216 1.550 0.045 -0.837 -0.035 0.099 -0.73
O -0.049 2.084 -0.331 -0.664 -0.175 0.190 -0.79
Br -1.923 -1.468 -0.054 -0.065 -0.690 0.701 -0.03
H 0.925 -1.447 1.361 0.210 1.713 -1.608 0.19
H 1.357 0.316 1.416 -0.323 0.162 -1.097 0.23
H 0.939 0.315 -1.332 0.457 0.526 -0.057 0.25
H 0.873 -1.496 -1.228 -0.473 0.832 0.854 0.20
```
Positions in Å, forces in eV/Å.

The electronic energy comes out at -2879.33399 Ha. Its structure (SMILES) is O=C([O-])C1(Br)CC1. The energy above the lowest of the compared OMol25 structures with the same formula, charge and spin is 9.1 kcal/mol. Its total charge is -1.



ORCA calculation (ωB97M-V/def2-TZVPD) on an isolated molecule of C3H4N2O2 in a non-equilibrium geometry.

```
11
Properties=species:S:1:pos:R:3:forces:R:3:nbo_charge:R:1
C -0.641 -2.239 -0.234 -0.914 0.528 -0.865 -0.44
C 0.408 0.765 1.064 -0.426 2.898 3.555 -0.19
C -0.025 1.179 -0.141 3.715 3.454 -7.261 0.61
H -0.158 -2.815 0.584 -1.362 -0.010 -0.192 0.24
H -0.207 -2.756 -1.197 -0.906 1.653 1.577 0.23
H -1.921 -2.119 -0.342 3.930 -0.741 0.662 0.23
H 0.505 1.572 1.708 1.063 0.475 2.129 0.23
N -0.069 -0.888 0.071 -0.466 -5.147 -2.241 0.07
N 0.351 -0.484 1.222 -0.751 -1.870 0.198 -0.12
O 0.344 2.117 -0.862 -1.809 1.132 1.817 -0.60
O -0.175 0.070 -0.880 -2.072 -2.373 0.623 -0.26
```
Positions in Å, forces in eV/Å.

The electronic energy comes out at -376.54141 Ha. Its structure (SMILES) is Cn1ncc(=O)o1. The energy above the lowest of the compared OMol25 structures with the same formula, charge and spin is 139.5 kcal/mol. Its total charge is 0.



ORCA calculation (ωB97M-V/def2-TZVPD) on an isolated ion of composition C6H6F3N4O2 and charge +1 in a non-equilibrium geometry.

```
21
Properties=species:S:1:pos:R:3:forces:R:3:nbo_charge:R:1
C -3.425 -0.480 0.426 -0.761 0.435 0.394 0.84
C -0.169 -1.609 -0.972 0.867 -3.260 1.311 -0.06
C 0.909 -1.598 -0.158 -2.780 0.930 -2.597 0.62
C -0.186 0.863 -0.287 1.794 -0.496 -0.028 0.31
C 2.846 -1.299 1.184 -0.220 1.680 3.049 -0.27
C 0.823 1.900 0.342 -0.616 -2.180 -1.382 0.97
N 0.178 -0.390 -0.444 -0.267 4.679 1.195 -0.32
N -3.027 -0.385 -0.695 0.513 0.418 -1.736 -0.43
N -1.344 1.328 -0.807 -0.533 -1.340 0.660 -0.45
N -2.053 0.271 -1.433 0.532 0.659 -0.052 -0.29
O -4.014 -0.652 1.403 0.101 -0.227 0.975 -0.44
O 1.963 -1.969 0.352 0.340 -2.130 -1.258 -0.39
F 1.996 1.716 -0.205 1.755 -0.708 -0.836 -0.31
F 0.493 3.118 0.027 -1.152 1.180 0.596 -0.28
F 0.974 1.663 1.619 -0.465 0.505 1.303 -0.29
H -1.032 -2.211 -1.274 0.433 0.754 -0.210 0.29
H 3.478 -2.142 1.554 -0.314 1.445 0.161 0.25
H 2.196 -0.712 1.908 0.898 -1.493 0.244 0.20
H 3.332 -0.416 0.796 0.783 -0.493 -1.274 0.22
H -1.514 2.280 -1.096 0.145 0.063 0.235 0.44
H -2.424 0.723 -2.238 -1.053 -0.422 -0.749 0.39
```
Positions in Å, forces in eV/Å.

The electronic energy comes out at -900.83915 Ha. Its structure (SMILES) is COC1=CN1/C(=[NH+]\NN=C=O)C(F)(F)F. The energy above the lowest of the compared OMol25 structures with the same formula, charge and spin is 23.7 kcal/mol. Its total charge is +1.



ORCA calculation (ωB97M-V/def2-TZVPD) on a 2-piece molecular cluster, C2H3O3S2 overall in a non-equilibrium geometry.

```
10
Properties=species:S:1:pos:R:3:forces:R:3:nbo_charge:R:1
C -1.185 0.761 -0.138 0.478 1.348 1.707 0.00
C -0.719 1.198 1.028 -0.884 -0.491 1.089 -0.62
O 0.229 -1.956 -0.509 0.771 0.864 0.721 -0.95
O 2.630 -1.248 -0.212 0.288 -0.422 0.362 -1.01
O 1.073 0.495 -0.834 -0.652 -2.171 1.345 -1.01
S -2.155 0.489 -1.330 -0.277 -0.305 -0.650 0.01
S 1.306 -0.722 0.119 0.698 0.837 -1.852 1.64
H 0.355 1.137 1.287 -1.148 0.412 -0.186 0.26
H -0.047 -1.499 -1.297 -0.530 0.094 -0.900 0.46
H -1.486 1.344 1.884 1.257 -0.167 -1.636 0.22
```
Positions in Å, forces in eV/Å.

The electronic energy comes out at -1100.09201 Ha. The energy above the lowest of the compared OMol25 structures with the same formula, charge and spin is 64.9 kcal/mol. Its total charge is -1.



ORCA calculation (ωB97M-V/def2-TZVPD) on C29H29IIrN2OP2S as an isolated structure in a non-equilibrium geometry.

```
66
Properties=species:S:1:pos:R:3:forces:R:3:mulliken_spin:R:1
Ir -0.036 0.821 0.328 0.146 0.295 0.082 0.40
C 1.941 -2.657 7.587 -0.106 0.081 -0.133 0.00
S 0.258 -3.183 7.200 0.052 -0.107 0.067 0.00
C 0.410 -3.430 5.416 -0.075 0.188 0.159 0.00
C 0.204 -2.139 4.632 0.045 -0.060 -0.209 0.00
C 0.300 -2.401 3.133 -0.036 0.157 0.353 0.00
N 0.141 -1.181 2.298 0.188 -0.610 0.157 0.02
P 1.441 -0.415 1.571 -0.925 -0.796 0.135 -0.05
C 2.498 0.063 2.923 0.183 0.893 -0.410 -0.01
C 2.320 1.294 3.561 0.133 -0.156 0.096 0.00
C 3.059 1.594 4.692 -0.056 -0.011 0.011 0.00
C 3.973 0.670 5.185 -0.012 0.022 -0.015 0.00
C 4.169 -0.541 4.534 0.000 -0.044 0.040 0.00
C 3.447 -0.849 3.392 -0.019 -0.025 -0.041 0.00
C 2.299 -1.620 0.590 0.266 0.335 -0.344 0.01
C 3.599 -1.322 0.167 -0.046 -0.091 0.045 0.01
C 4.262 -2.203 -0.673 0.007 0.020 -0.011 0.00
C 3.636 -3.375 -1.077 -0.019 -0.011 -0.012 0.00
C 2.335 -3.659 -0.676 0.006 -0.004 0.005 0.00
C 1.650 -2.771 0.134 0.030 -0.037 0.120 0.00
P -1.285 -0.517 1.727 0.708 -0.311 0.763 0.02
C -2.282 -1.848 1.097 -0.183 0.400 -0.669 -0.01
C -2.378 -2.076 -0.279 -0.030 -0.108 0.112 0.00
C -3.099 -3.165 -0.745 0.049 -0.003 -0.001 0.00
C -3.720 -4.017 0.157 -0.009 0.013 -0.008 0.00
C -3.649 -3.775 1.524 -0.013 -0.026 0.021 0.00
C -2.939 -2.688 2.005 -0.005 0.103 0.005 0.00
C -2.110 0.209 3.120 -0.343 0.428 -0.311 0.00
C -1.363 0.801 4.143 -0.074 -0.109 -0.012 0.01
C -2.014 1.365 5.222 0.032 0.041 -0.019 0.00
C -3.407 1.382 5.263 0.017 0.035 -0.024 -0.01
C -4.150 0.854 4.218 -0.038 0.012 -0.007 0.00
C -3.508 0.272 3.136 0.090 -0.015 0.030 0.00
H 2.015 -2.610 8.671 0.020 0.011 0.001 0.00
H 2.153 -1.670 7.175 0.051 0.000 0.033 0.00
H 2.661 -3.384 7.213 0.007 -0.019 0.053 0.00
H -0.357 -4.161 5.154 0.062 -0.038 -0.062 0.00
H 1.389 -3.867 5.207 -0.049 -0.081 -0.041 0.00
H 0.960 -1.402 4.920 -0.049 0.038 0.041 0.00
H -0.776 -1.725 4.873 0.018 0.021 0.068 0.00
H -0.455 -3.132 2.836 0.028 0.001 -0.147 0.00
H 1.276 -2.830 2.896 -0.022 -0.030 -0.078 0.00
H 1.616 2.015 3.168 0.059 -0.001 0.063 0.00
H 2.929 2.550 5.182 0.014 -0.010 0.013 0.00
H 4.547 0.903 6.072 0.015 0.000 -0.012 0.00
H 4.897 -1.247 4.909 -0.005 0.002 0.000 0.00
H 3.623 -1.785 2.878 -0.004 -0.005 0.022 0.00
H 4.089 -0.415 0.501 0.028 -0.012 -0.021 0.00
H 5.261 -1.974 -1.016 0.012 -0.015 0.036 0.00
H 4.160 -4.068 -1.722 0.003 0.006 0.001 0.00
H 1.851 -4.567 -1.010 -0.002 0.006 -0.007 0.00
H 0.622 -2.972 0.415 0.018 -0.036 0.030 0.00
H -1.907 -1.398 -0.975 -0.049 -0.028 -0.026 0.00
H -3.180 -3.342 -1.808 -0.011 -0.002 0.005 0.00
H -4.279 -4.869 -0.207 -0.016 0.012 0.005 0.00
H -4.165 -4.425 2.218 0.033 -0.018 0.002 0.00
H -2.912 -2.483 3.068 0.014 -0.044 0.010 0.00
H -0.281 0.802 4.096 0.020 -0.066 0.087 -0.01
H -1.440 1.798 6.030 -0.019 -0.008 0.012 0.00
H -3.912 1.829 6.109 0.001 -0.009 0.002 0.00
H -5.231 0.899 4.240 0.004 -0.017 0.016 0.00
H -4.087 -0.137 2.318 -0.016 -0.015 0.021 0.00
I -0.244 3.051 1.468 -0.088 -0.130 0.012 0.42
O 0.846 -1.800 -2.892 -0.157 0.073 -0.112 0.09
C 0.533 -1.032 -2.088 0.341 -0.044 0.303 0.01
N 0.212 -0.202 -1.261 -0.225 -0.041 -0.304 0.10
```
Positions in Å, forces in eV/Å.

As for the multiplicity: 2. The expectation value of S² is 0.778. The electronic energy comes out at -2789.65635 Ha. The energy above the lowest of the compared OMol25 structures with the same formula, charge and spin is 0.0 kcal/mol. Its total charge is +2.



ORCA calculation (ωB97M-V/def2-TZVPD) on an isolated ion of composition C2H3N2O2 and charge +1 in a non-equilibrium geometry.

```
9
Properties=species:S:1:pos:R:3:forces:R:3:nbo_charge:R:1
C -0.755 -0.588 1.477 0.866 -0.298 -0.092 1.02
C 0.240 -0.473 -0.497 1.877 -0.998 -2.168 0.05
N 0.400 -0.329 0.936 -0.475 2.148 -0.491 -0.61
N 0.227 0.663 -1.179 -2.064 0.196 0.346 0.00
O -1.698 -1.046 1.875 -0.299 0.234 0.310 -0.23
O -0.029 1.706 -0.546 0.615 0.848 0.081 -0.43
H 0.835 0.648 1.107 -0.764 -1.259 0.357 0.50
H 0.640 -1.394 -0.927 -0.450 0.315 0.035 0.25
H 0.141 0.814 -2.247 0.694 -1.186 1.621 0.46
```
Positions in Å, forces in eV/Å.

The electronic energy comes out at -337.58486 Ha. Its structure (SMILES) is O=C=[NH+]/C=[NH+]\[O-]. The energy above the lowest of the compared OMol25 structures with the same formula, charge and spin is 96.2 kcal/mol. Its total charge is +1.